(1)
{"formula": "C41H105CuN5O15", "method": "ωB97M-V/def2-TZVPD", "orbital_gap_ev": [7.60, 5.61], "s2": 0.76, "total_charge": 0, "spin_multiplicity": 2, "fmax_ha_per_bohr": 0.04838, "species": ["Cu", "C", "C", "O", "H", "H", "H", "H", "H", "C", "C", "C", "O", "H", "H", "H", "H", "H", "H", "H", "C", "O", "C", "C", "N", "C", "C", "O", "C", "H", "H", "H", "H", "H", "H", "H", "H", "H", "H", "H", "H", "H", "H", "H", "C", "O", "C", "C", "N", "C", "C", "O", "C", "H", "H", "H", "H", "H", "H", "H", "H", "H", "H", "H", "H", "H", "H", "H", "C", "O", "C", "C", "N", "C", "C", "O", "C", "H", "H", "H", "H", "H", "H", "H", "H", "H", "H", "H", "H", "H", "H", "H", "C", "O", "C", "C", "N", "C", "C", "O", "C", "H", "H", "H", "H", "H", "H", "H", "H", "H", "H", "H", "H", "H", "H", "H", "C", "O", "C", "C", "N", "C", "C", "O", "C", "H", "H", "H", "H", "H", "H", "H", "H", "H", "H", "H", "H", "H", "H", "H", "C", "C", "O", "H", "H", "H", "H", "H", "H", "C", "C", "O", "H", "H", "H", "H", "H", "H", "C", "C", "O", "H", "H", "H", "H", "H", "H"], "positions_angstrom": [[1.70071, 3.96986, -1.54674], [-2.37626, 3.58523, -2.04103], [-1.30564, 4.08694, -2.97457], [-0.33895, 4.87316, -2.41791], [-3.05979, 2.92407, -2.58343], [-2.98142, 4.39049, -1.62128], [-2.02055, 2.96005, -1.22299], [-1.73540, 4.63419, -3.83015], [-0.89627, 3.21605, -3.51533], [-0.03831, -0.16012, -1.04182], [0.10044, 1.21306, -0.40999], [0.13367, 1.03042, 1.11083], [1.14028, 1.98251, -0.88428], [-0.17406, -0.11115, -2.12767], [-0.92076, -0.72129, -0.72011], [0.80760, -0.78930, -0.75312], [-0.84675, 1.77345, -0.52440], [-0.65928, 0.36010, 1.45872], [0.04881, 1.96177, 1.67171], [1.08086, 0.57565, 1.42355], [0.71751, -2.49301, 2.98992], [0.08124, -3.38901, 3.85432], [0.89416, -4.49363, 4.20345], [0.11953, -5.33124, 5.18408], [-0.08518, -4.61009, 6.43987], [-0.87854, -5.44550, 7.35882], [-1.14871, -4.67386, 8.64737], [-2.22101, -3.78920, 8.41700], [-2.53119, -3.00117, 9.55744], [1.55408, -1.99168, 3.50688], [0.00437, -1.68443, 2.82401], [1.19234, -2.90684, 2.09405], [1.82307, -4.13383, 4.66659], [1.21250, -5.05277, 3.31433], [0.57852, -6.31860, 5.28536], [-0.87242, -5.57759, 4.77200], [-0.65385, -3.80282, 6.20192], [-0.23417, -6.26891, 7.67849], [-1.78532, -5.85957, 6.91042], [-0.26495, -4.15797, 9.03665], [-1.39326, -5.40280, 9.43492], [-2.86719, -3.67557, 10.35346], [-3.40067, -2.39289, 9.32233], [-1.66557, -2.42468, 9.88374], [-3.99472, 0.43269, -1.44905], [-4.21678, 0.39664, -2.84447], [-3.07290, -0.07276, -3.52087], [-3.39798, -0.19148, -4.98694], [-4.40751, -1.21331, -5.25483], [-4.68659, -1.34064, -6.67718], [-5.71216, -2.45693, -6.90848], [-6.95926, -2.06492, -6.38775], [-7.82069, -3.13822, -6.09028], [-4.92180, 0.75094, -0.96918], [-3.21676, 1.15650, -1.20781], [-3.79908, -0.53273, -0.97293], [-2.70033, -1.02813, -3.12791], [-2.22080, 0.61115, -3.38304], [-2.48308, -0.44703, -5.52572], [-3.66247, 0.82235, -5.32187], [-5.25252, -0.91115, -4.77907], [-3.74568, -1.64516, -7.14073], [-5.06519, -0.41162, -7.11915], [-5.37452, -3.40604, -6.48438], [-5.81187, -2.57580, -7.99507], [-8.06961, -3.68676, -7.00069], [-8.71896, -2.82826, -5.55911], [-7.34684, -3.80458, -5.35862], [0.31934, -1.28631, -5.62610], [1.19019, -2.32942, -5.99125], [0.66731, -3.61916, -5.73709], [0.46827, -3.98980, -4.26777], [1.68830, -3.97891, -3.47557], [2.27088, -2.70229, -3.12150], [3.51443, -2.80285, -2.24262], [4.50020, -3.51971, -2.95657], [5.72494, -3.55139, -2.25950], [0.80642, -0.35793, -5.91420], [0.07071, -1.32474, -4.55988], [-0.66140, -1.33747, -6.11508], [1.32862, -4.31913, -6.25099], [-0.29448, -3.72654, -6.26163], [-0.06775, -4.93655, -4.17681], [-0.25163, -3.29721, -3.81923], [2.41895, -4.49739, -3.95061], [1.54599, -2.06278, -2.60931], [2.62500, -2.10900, -3.97522], [3.27566, -3.28221, -1.28477], [3.90722, -1.79912, -2.04154], [5.53527, -3.92319, -1.24721], [6.17504, -2.55371, -2.19104], [6.44832, -4.19478, -2.75540], [1.52839, 5.06303, -7.45171], [1.73848, 4.68656, -6.09425], [3.09479, 4.35017, -5.88123], [3.28346, 4.12311, -4.37601], [2.13353, 3.48928, -3.68928], [2.01421, 2.06322, -4.05733], [3.08289, 1.12770, -3.53165], [4.42116, 1.48745, -3.81545], [5.38476, 0.52661, -3.43965], [1.79730, 4.22393, -8.09826], [2.08289, 5.97042, -7.70048], [0.46495, 5.27287, -7.56329], [3.82173, 5.09090, -6.22922], [3.40902, 3.43504, -6.40063], [3.42909, 5.07823, -3.86325], [4.21928, 3.58645, -4.23792], [1.39054, 3.94223, -4.22541], [2.00260, 2.00616, -5.15306], [1.07766, 1.62314, -3.71368], [2.90346, 0.11657, -3.92204], [3.00709, 1.03280, -2.43988], [5.21418, -0.36153, -4.05646], [5.34782, 0.30522, -2.36884], [6.36293, 0.94497, -3.66735], [1.46856, 1.75915, 4.22335], [1.05189, 2.59609, 5.27827], [-0.27406, 3.06544, 5.13469], [-0.67486, 3.85199, 6.37032], [-0.02363, 5.17208, 6.38860], [-0.33909, 5.82382, 7.67680], [0.45655, 7.11078, 7.80854], [1.83964, 6.81608, 7.83909], [2.60585, 7.95004, 8.13558], [1.40882, 2.32846, 3.28746], [0.83985, 0.87069, 4.12595], [2.53690, 1.60962, 4.36305], [-0.89624, 2.16559, 5.01840], [-0.31556, 3.66059, 4.21088], [-0.25594, 3.26798, 7.19760], [-1.75476, 3.97669, 6.32328], [0.98507, 5.04846, 6.38837], [-0.24158, 5.15511, 8.53706], [-1.38219, 6.14002, 7.57927], [0.06906, 7.58688, 8.71932], [0.26442, 7.79790, 6.97985], [2.34254, 8.79541, 7.48486], [3.66111, 7.72848, 7.98263], [2.43836, 8.27477, 9.17044], [-3.62452, 1.30127, 2.05755], [-2.80793, 1.82232, 3.23525], [-3.46492, 2.75523, 4.07714], [-3.95033, 2.08562, 1.37104], [-4.45788, 0.65486, 2.32972], [-2.95214, 0.63352, 1.50675], [-1.80687, 2.16559, 2.96521], [-2.67550, 0.92588, 3.84947], [-3.52590, 3.58683, 3.59468], [-0.53755, -3.67904, -0.47402], [-0.69753, -4.98988, 0.29611], [-2.00541, -5.48650, 0.10784], [-0.54161, -3.82040, -1.55597], [0.46298, -3.28136, -0.27801], [-1.23448, -2.89316, -0.19052], [-0.58202, -4.71813, 1.35460], [0.09715, -5.68223, 0.00216], [-2.08574, -6.31519, 0.58928], [3.59839, -0.44643, 0.68640], [3.94190, -0.59602, 2.12941], [4.06652, -2.00342, 2.43082], [4.48921, -0.57930, 0.06452], [3.32106, 0.59868, 0.50894], [2.80436, -1.06584, 0.27524], [3.14828, -0.19153, 2.76840], [4.92044, -0.19963, 2.41243], [4.69527, -2.10908, 3.14694]], "mulliken_charge": [0.11, -0.77, 0.23, -0.44, 0.17, 0.42, -0.11, 0.50, -0.21, 1.20, 1.74, 0.08, 0.02, -0.31, 0.07, -0.93, -1.81, -0.20, 0.43, -0.63, -0.58, -0.43, -0.50, -0.80, -0.39, -0.66, -0.63, -0.28, -0.74, 0.36, 0.08, 0.23, 0.34, 0.44, 0.48, 0.35, 0.25, 0.37, 0.36, 0.36, 0.43, 0.30, 0.24, 0.30, -0.33, -0.42, 0.53, -0.80, -0.25, -0.56, -0.70, -0.31, -0.76, 0.35, -0.21, 0.40, 0.28, -0.18, 0.09, 0.36, 0.28, 0.34, 0.33, 0.39, 0.41, 0.30, 0.26, 0.32, -0.30, -0.38, -0.83, -0.26, -0.19, 0.14, -0.21, -0.44, -0.71, 0.10, 0.06, 0.31, 0.33, 0.38, 0.52, -0.15, 0.35, -0.27, 0.29, 0.56, -0.11, 0.33, 0.19, 0.29, -0.84, -0.33, -0.77, -0.67, 0.41, -0.61, 0.88, -0.41, -0.59, 0.34, 0.30, 0.26, 0.54, 0.36, 0.43, 0.26, 0.20, 0.48, -0.15, -0.31, -0.16, 0.30, 0.13, 0.34, -0.50, -0.45, -0.17, -0.87, -0.40, -0.67, -0.53, -0.28, -0.73, 0.26, 0.29, 0.28, 0.24, 0.27, 0.36, 0.44, 0.28, 0.36, 0.31, 0.40, 0.35, 0.30, 0.24, 0.28, -0.68, -0.01, -0.55, 0.31, 0.37, 0.01, 0.08, 0.22, 0.34, -0.30, -0.03, -0.56, 0.18, -0.21, 0.28, -0.06, 0.38, 0.31, -0.40, -0.13, -0.56, 0.62, 0.14, -0.39, -0.20, 0.55, 0.29]}

=====

(2)
{"formula": "C23H39N5O16", "method": "ωB97M-V/def2-TZVPD", "orbital_gap_ev": 7.56, "de_lowest_kj_mol": 0.0, "total_charge": 0, "smiles": "O=C1C=C(O)C(=O)C=C1O.O=C1C=C(O)C(=O)C=C1O.C[N+](=O)[O-].C[N+](=O)[O-].C[N+](=O)[O-].COC[C@H](C)N.COC[C@H](C)N", "fmax_ha_per_bohr": 0.04756, "species": ["C", "N", "O", "O", "H", "H", "H", "C", "N", "O", "O", "H", "H", "H", "C", "N", "O", "O", "H", "H", "H", "C", "C", "C", "O", "C", "N", "H", "H", "H", "H", "H", "H", "H", "H", "H", "H", "H", "C", "C", "C", "O", "C", "N", "H", "H", "H", "H", "H", "H", "H", "H", "H", "H", "H", "C", "C", "C", "O", "C", "C", "C", "O", "O", "O", "H", "H", "H", "H", "C", "C", "C", "O", "C", "C", "C", "O", "O", "O", "H", "H", "H", "H"], "positions_angstrom": [[-0.90046, -3.61149, 1.92688], [-1.20968, -4.99699, 1.48163], [-1.45772, -5.19759, 0.31862], [-1.09161, -5.84364, 2.33034], [0.14724, -3.51845, 2.19419], [-1.47425, -3.39138, 2.82731], [-1.24270, -2.84478, 1.23657], [1.28135, -0.09718, 0.07291], [-0.13591, -0.50527, 0.18498], [-0.86503, 0.03575, 0.97374], [-0.44209, -1.38026, -0.59578], [1.61353, -0.15551, -0.95833], [1.85207, -0.84727, 0.61471], [1.40209, 0.90917, 0.47162], [2.61542, -5.13887, 0.48747], [3.03187, -3.72068, 0.50606], [2.43058, -2.95470, -0.23482], [3.95074, -3.38967, 1.22344], [1.56412, -5.27999, 0.28711], [2.92685, -5.50460, 1.46843], [3.35469, -5.63848, -0.13871], [0.52672, 3.57988, 2.95566], [1.25067, 4.21944, 1.73046], [1.90456, 5.53110, 2.12041], [2.22211, 6.19118, 0.89833], [2.93673, 7.37126, 1.14459], [2.15474, 3.23902, 1.14728], [0.33752, 2.52236, 2.78077], [-0.40642, 4.14224, 2.97195], [1.10707, 3.66627, 3.87487], [0.44107, 4.48890, 1.05420], [2.74089, 5.44027, 2.82779], [1.24209, 6.20933, 2.68155], [3.97780, 7.23078, 1.44759], [2.48229, 8.13686, 1.78327], [3.02916, 7.93953, 0.21206], [2.90491, 2.87825, 1.71511], [2.47268, 3.54252, 0.23771], [-5.58441, 1.82437, -4.57759], [-4.70828, 2.53976, -3.59370], [-3.47029, 1.66038, -3.24122], [-2.54467, 2.46216, -2.52347], [-1.74796, 1.70922, -1.65421], [-4.29909, 3.90322, -4.03743], [-5.99622, 0.86753, -4.25535], [-4.99461, 1.54606, -5.46258], [-6.36603, 2.47536, -4.96975], [-5.24189, 2.68257, -2.64843], [-3.02938, 1.25350, -4.15915], [-3.78500, 0.80868, -2.63114], [-2.18519, 1.47271, -0.67670], [-0.87832, 2.29794, -1.33749], [-1.35952, 0.80347, -2.12964], [-3.68621, 4.13620, -3.25345], [-3.62970, 3.71490, -4.78812], [2.75671, 1.45742, 5.02109], [2.59728, 0.45066, 4.14701], [1.29155, -0.31653, 4.02092], [1.18359, -1.17371, 3.18034], [0.20319, 0.14836, 4.89107], [0.39483, 1.10880, 5.79469], [1.70850, 1.77505, 6.00621], [2.01381, 2.56831, 6.87273], [-0.59504, 1.54581, 6.61699], [3.54865, 0.09097, 3.28260], [3.58764, 2.14689, 5.04333], [-0.73866, -0.38319, 4.87529], [-0.24383, 1.56775, 7.51992], [3.19454, -0.51847, 2.61533], [-0.73579, -3.65262, -4.88492], [0.04213, -3.84137, -3.80993], [0.49655, -5.18369, -3.33954], [1.48263, -5.24398, -2.62963], [-0.23019, -6.27926, -3.92064], [-0.98821, -6.14434, -5.01591], [-1.21648, -4.79408, -5.66840], [-1.77166, -4.70362, -6.73765], [-1.52975, -7.19207, -5.62014], [0.42036, -2.77055, -3.07766], [-0.97383, -2.64897, -5.20610], [-0.05252, -7.26063, -3.49612], [-1.84087, -6.97469, -6.51242], [0.82597, -3.19353, -2.29106]], "mulliken_charge": [-0.49, 0.97, -0.55, -0.57, 0.20, 0.33, 0.11, -0.09, 1.05, -0.55, -0.46, 0.40, -0.24, -0.02, -0.79, 0.93, -0.47, -0.58, 0.21, 0.34, 0.32, -1.00, 0.30, -0.85, -0.29, -0.84, -0.42, 0.05, 0.49, 0.20, 0.22, 0.39, 0.41, 0.32, 0.32, 0.28, 0.17, 0.26, -1.53, 0.43, -0.66, -0.38, -0.86, -0.80, 0.37, 0.34, 0.36, 0.29, 0.30, 0.43, 0.37, 0.24, 0.35, 0.40, 0.30, -0.58, 0.39, 0.79, -0.51, -0.79, 0.36, 0.44, -0.58, -0.53, -0.59, 0.46, 0.47, 0.34, 0.27, -0.78, 0.63, 0.67, -0.58, -0.97, 0.39, 0.72, -0.59, -0.53, -0.37, 0.50, 0.41, 0.35, 0.18]}

=====

(3)
{"formula": "C2H3Br2OP", "method": "ωB97M-V/def2-TZVPD", "orbital_gap_ev": 8.27, "de_lowest_kj_mol": 120.1, "total_charge": 0, "smiles": "C=CP(=O)(Br)Br", "fmax_ha_per_bohr": 0.09039, "species": ["C", "C", "O", "P", "Br", "Br", "H", "H", "H"], "positions_angstrom": [[1.25894, -0.16052, -0.75773], [0.67940, 0.20725, 0.40884], [-1.43725, -0.47279, 2.05836], [-1.06544, -0.13254, 0.66448], [-2.24678, 2.10401, -0.46342], [-1.58889, -1.60354, -0.82016], [2.28259, -0.06866, -0.67483], [0.97167, -0.73411, -1.53874], [1.14575, 0.86089, 1.12320]], "mulliken_charge": [-0.60, -0.12, -0.51, 0.66, -0.27, -0.11, 0.25, 0.35, 0.35]}

=====

(4)
{"formula": "C3H7ClO", "method": "ωB97M-V/def2-TZVPD", "orbital_gap_ev": 10.91, "de_lowest_kj_mol": 111.2, "total_charge": 0, "smiles": "COCCCl", "fmax_ha_per_bohr": 0.08876, "species": ["C", "C", "C", "H", "H", "H", "H", "H", "H", "H", "O", "Cl"], "positions_angstrom": [[-0.12080, 1.22334, -1.66312], [1.11268, -0.06115, -0.40535], [0.25035, -1.01084, 0.53017], [-0.99939, 1.08003, -2.23578], [-0.67527, 1.44238, -0.68765], [0.47919, 2.04957, -2.05231], [1.26460, 0.82263, 0.27205], [2.15728, -0.54934, -0.43062], [-0.07474, -1.85156, -0.16338], [0.95097, -1.41256, 1.27245], [0.60134, 0.01403, -1.68884], [-0.90393, -0.15303, 1.57446]], "mulliken_charge": [-0.68, -0.54, -0.41, 0.32, 0.27, 0.25, 0.38, 0.33, 0.32, 0.29, -0.34, -0.20]}

=====

(5)
{"formula": "C6H9N", "method": "ωB97M-V/def2-TZVPD", "orbital_gap_ev": 10.63, "de_lowest_kj_mol": 192.4, "total_charge": 0, "fmax_ha_per_bohr": 0.00756, "species": ["C", "C", "C", "C", "N", "C", "C", "H", "H", "H", "H", "H", "H", "H", "H", "H"], "positions_angstrom": [[-1.24794, 0.65995, 1.69032], [-0.98323, 0.23971, 0.28685], [-0.10157, -0.85193, -0.28731], [-0.68307, -0.25441, -1.59886], [-1.43379, 0.75073, -0.80168], [2.09558, 0.35523, -0.38183], [1.37379, -0.70103, -0.01635], [-1.89363, -0.06714, 2.19590], [-1.74130, 1.63433, 1.70404], [-0.31036, 0.71805, 2.25282], [-0.43922, -1.87172, -0.06990], [0.05055, 0.19067, -2.27772], [-1.34603, -0.91792, -2.16409], [1.65507, 1.18965, -0.92417], [3.15437, 0.42869, -0.15332], [1.85076, -1.50286, 0.54529]], "mulliken_charge": [-1.15, 0.59, 0.16, -0.58, -0.67, -0.79, -0.26, 0.29, 0.32, 0.31, 0.42, 0.27, 0.27, 0.24, 0.28, 0.31]}